[1]
ORCA calculation (ωB97M-V with the def2-TZVPD basis set) on C23H43Cl2CoN4O6Si as an isolated structure in a non-equilibrium geometry.

Cartesian coordinates (Å):
C  3.189509  -1.977892  -3.066442
H  -0.589650  -5.681366  3.026600
C  -3.441813  1.020625  7.023093
H  0.873341  4.054667  1.403134
H  -0.096567  0.540713  6.552323
C  -0.079239  4.070804  0.853800
C  -2.227084  -0.380437  -2.874493
C  1.243520  2.035421  -7.724113
H  -1.763982  2.152940  8.911909
H  3.181908  -4.050266  -4.980691
C  0.250297  1.126095  -7.345371
C  -0.202188  -4.698390  3.328496
Cl  0.783431  -1.630839  4.783745
H  -2.740594  3.946028  0.933747
O  2.974622  0.735544  4.775298
C  1.438500  0.652939  -5.295971
H  -1.858612  -2.835214  1.040521
H  2.598227  -1.809578  -2.153892
H  2.393472  0.470134  -3.404041
H  0.830408  -4.593240  2.960350
H  0.566730  2.194699  2.629480
H  3.277547  1.710550  -5.001816
C  -2.308222  2.947228  1.002603
H  2.823121  -3.768368  -6.691458
H  0.493521  2.500025  -2.256229
H  -0.060152  -1.400528  -0.544235
H  0.789545  0.111145  -0.246938
O  1.137443  1.916827  4.928503
Co  -0.534163  -0.381522  3.399821
N  2.361164  1.740498  5.107523
Si  -0.570584  0.249230  -2.263668
H  -0.563648  5.051264  0.952397
O  -2.039214  -1.611698  3.083059
H  -3.714181  2.082549  7.092088
H  1.899637  -1.631589  -6.295566
H  3.139042  2.939075  -7.160970
O  0.587304  -0.494336  -3.230064
C  -0.169806  -0.310270  -0.565340
H  -2.359648  2.467237  0.013208
C  -1.164519  0.579629  6.267112
H  -0.921289  -0.031041  0.180012
C  3.231657  -3.306116  -5.785183
H  -3.690738  0.630050  6.032769
N  -0.937233  3.050832  1.456099
C  -1.023924  -3.480701  1.314594
H  -0.399770  -0.331926  -5.864919
O  -1.542390  0.376866  5.093554
H  -2.312914  -0.249894  -3.962266
N  -1.054946  -3.658602  2.759438
H  -1.622083  -2.928185  4.614352
C  2.482464  -1.445404  -4.278224
O  -1.202919  1.138545  2.613102
H  -2.138079  0.470919  9.320481
C  1.721770  -0.149347  -4.021404
H  1.174432  2.566272  -8.678676
H  0.106302  3.861849  -0.214822
H  4.293554  -3.101556  -5.988061
C  -0.466171  2.118536  2.270821
C  2.465602  -2.059054  -5.467485
H  3.369559  -3.052636  -3.180518
H  -0.196808  -4.629005  4.426265
H  -3.996883  0.487161  7.801464
C  2.420350  1.577759  -5.670435
N  -2.016020  0.857241  7.262943
H  4.166970  -1.485684  -2.926248
H  -3.057326  0.163728  -2.401767
C  -0.468198  2.086688  -2.587543
H  -1.279368  2.626596  -2.078572
H  -0.508009  0.892825  8.708208
H  -1.123900  -4.454034  0.828486
H  -0.559301  2.280165  -3.666895
C  -1.597731  -2.723696  3.528137
H  -2.348043  -1.450220  -2.656556
C  0.348908  0.421013  -6.137372
H  -2.858860  2.335261  1.724062
H  -0.606907  0.952946  -7.996662
Cl  1.116130  -0.741297  1.920106
C  2.341729  2.252690  -6.883622
C  -1.576570  1.109014  8.628451
H  -0.081473  -3.018930  0.996356

Atoms 1-3, force components in eV/Å:
C 0.2 -0.2 0.1
H 0.2 0.2 0.1
C 0.0 0.0 -0.1

Output
Molecular weight: 629.54 g mol⁻¹
Highest occupied orbital energy (spin up / spin down): -7.25 / -7.53 eV
Energy above the lowest of the compared OMol25 structures with the same formula, charge and spin: 0.000 eV
HOMO-LUMO gap (spin up / spin down): 7.228 / 5.288 eV
Expectation value of S²: 6.013
E: -4165.29820 a.u.
Multiplicity: 5

[2]
ORCA calculation (ωB97M-V with the def2-TZVPD basis set) on a 6-piece molecular cluster, C11H33BF4N7O7 overall in a non-equilibrium geometry.

Cartesian coordinates (Å):
F  19.197896  -43.102918  16.159893
N  14.552800  -42.728726  15.790365
N  21.995248  -44.440219  11.559451
H  22.794754  -41.187811  21.007477
H  23.424186  -42.283180  24.600700
H  22.309134  -34.908275  21.075899
N  21.878818  -38.848819  15.160036
H  16.610003  -36.238244  21.820042
C  14.352237  -41.703078  15.066211
H  18.319199  -36.980934  20.701347
C  21.632359  -31.301923  22.948557
H  20.569706  -36.766171  19.689890
H  20.342126  -40.322983  14.382727
H  21.902313  -41.061065  22.989900
O  24.892563  -40.827493  24.602744
H  20.029745  -39.512117  12.774007
H  21.982949  -30.269870  22.955594
C  21.028339  -33.212170  21.631699
O  17.932128  -35.043741  20.830424
H  15.878884  -40.923277  15.841953
F  18.629011  -41.941508  17.981424
H  20.442993  -36.191199  21.315426
O  23.516028  -40.903505  21.573637
H  25.126829  -39.993230  24.189567
F  18.555955  -44.163112  18.091136
O  22.668133  -42.893209  10.073622
H  20.763623  -33.664207  22.587570
H  21.500017  -39.460170  15.869166
C  18.588401  -36.105215  20.110812
H  16.068357  -35.472811  20.220519
H  23.939944  -44.379577  12.494879
C  23.951547  -41.689049  23.854375
B  19.279496  -43.068932  17.533338
C  21.336778  -38.744870  13.973028
C  21.654945  -34.175851  20.602939
H  22.180677  -44.912716  12.432643
H  18.192627  -36.319651  19.118099
H  21.095261  -44.601708  11.130454
H  19.901994  -34.017861  19.610337
N  15.365159  -40.987472  14.974737
H  20.162608  -32.769682  21.138927
H  24.828248  -43.222929  11.528808
H  24.665816  -42.415972  23.467713
C  22.851887  -43.631086  11.024643
H  20.560315  -31.267817  23.142587
N  20.625083  -34.717817  19.695856
H  22.338961  -33.594462  19.984706
H  13.938229  -43.528607  15.739269
N  23.996445  -43.772833  11.689416
F  20.574465  -43.052042  17.938978
N  20.488870  -39.626293  13.666349
H  15.530895  -42.748747  16.041440
O  21.992670  -32.192299  21.915485
C  20.097277  -35.996487  20.300214
H  23.096763  -39.888841  23.249841
H  21.980348  -31.821166  23.841538
C  22.978633  -40.914321  22.899780
O  21.688212  -37.772236  13.279686
H  15.417677  -40.240090  14.297410
C  16.664629  -35.396441  21.129763
O  13.389255  -41.472398  14.335562
H  16.311159  -34.527657  21.685081
H  22.676703  -38.252716  15.327817

Atoms 1-3, force components in eV/Å:
F 0.0 -0.2 -1.5
N 0.3 -4.1 3.5
N -4.3 -2.8 1.2

Output
Molecular weight: 462.23 g mol⁻¹
Highest occupied orbital energy: -7.25 eV
Charge: -1
HOMO-LUMO gap: 9.364 eV
E: -1773.44613 a.u.

[3]
ORCA calculation (ωB97M-V with the def2-TZVPD basis set) on a 10-piece molecular cluster, C30H74F3N2O11 overall in a non-equilibrium geometry.

Cartesian coordinates (Å):
H  -1.092146  -3.867533  0.872839
H  4.646873  2.048835  2.265266
H  -7.562634  1.926484  -2.295828
H  3.780483  -0.202011  1.985122
O  -3.599805  -0.946904  -3.199595
C  6.326188  1.231941  -0.670126
H  -1.154214  0.950720  6.042731
C  4.095117  0.361567  1.104932
H  5.322850  -1.731695  1.808702
O  5.890560  -0.680824  -1.997055
C  5.686028  2.105999  0.421753
O  -0.751539  -5.820061  0.235071
H  0.765205  -2.966749  -0.222534
H  3.202114  0.871216  0.736277
H  -1.369267  3.732160  5.499960
H  -6.411356  0.772571  1.533841
H  -2.853542  -0.216023  -5.716639
H  -5.755623  3.655330  -3.168458
H  -0.958181  -3.441458  -4.522758
H  1.277654  2.161917  4.185658
H  0.831521  -1.956289  -2.850502
H  -2.780215  1.975147  -2.325385
H  6.609216  -1.245656  0.772541
H  2.244298  -0.958394  5.661025
C  5.162569  1.337515  1.613644
O  -6.511466  1.564278  -0.632340
H  4.864451  2.691498  -0.005433
C  -2.992007  1.737750  -3.373071
H  -1.042587  -3.615682  -2.301289
H  -5.974285  1.312363  -2.656537
C  -1.314919  -1.685330  -3.217643
H  -0.026019  -0.067475  5.880315
H  -2.695766  -3.078798  -2.276293
C  -5.977345  3.413379  -2.124692
C  -0.269347  -4.578351  0.767695
H  1.432000  0.465232  -3.173023
H  -1.158651  0.269996  -5.819194
C  -0.851962  -1.478915  1.841746
H  -0.640927  1.559436  -2.511093
H  -6.703848  4.151536  -1.783835
H  3.863842  -2.013523  -1.374207
H  -2.351881  -2.535760  -4.877868
H  -2.580985  3.681209  1.789199
H  -0.290394  0.602581  1.667143
H  5.329422  -0.457539  -2.746009
F  -2.275960  0.183891  -0.004877
H  -7.805325  -3.810317  1.302825
H  0.694253  -4.426678  -1.137183
H  5.511693  2.342094  -2.354754
H  2.652640  2.550529  5.316564
O  -6.278095  0.286162  2.353281
H  -2.788854  2.683967  -3.881743
H  8.492394  1.275405  -0.861038
H  5.633172  -2.567894  0.212571
H  7.005070  1.596192  -2.673608
H  2.771166  -0.694614  -1.042433
H  0.040729  -4.763938  1.803235
C  0.491945  0.095419  -3.585245
C  -1.661025  -2.738428  -2.145282
C  -1.839053  3.666071  2.595731
H  3.039047  -1.941980  0.197370
N  -2.232031  -0.571396  -3.148717
H  0.704580  -0.179245  -4.629095
C  2.673884  0.535539  4.437435
H  5.922989  0.838214  2.215233
H  -5.592967  -0.377521  2.111081
C  -3.275400  -1.482313  1.476091
H  -4.023731  1.430644  -3.512009
H  6.973869  3.091560  -1.701343
H  3.746672  0.367928  4.569969
H  1.059001  -0.447383  2.000620
H  -1.630431  -2.319679  -1.142139
N  5.397334  0.171044  -0.959118
H  2.330697  0.065402  3.517790
H  -0.348129  -2.373839  2.232436
H  -6.599770  -2.858695  1.453210
O  1.862296  -0.097439  5.465983
H  8.055590  1.266304  0.771067
C  3.518709  -1.347701  -0.581069
H  1.793790  -4.394976  0.250478
H  -3.098447  -2.189554  0.622549
O  -4.357208  -1.749429  2.124539
C  5.590338  -1.628270  0.757008
C  7.744627  0.841744  -0.185821
C  -2.575242  3.496181  3.909110
H  -2.424403  1.497225  -5.832051
F  -4.415324  0.002996  -0.082605
C  2.326452  2.008633  4.431477
O  -2.142278  -1.454680  2.384976
C  -3.368413  -0.079926  0.790221
H  0.167082  -0.942139  -1.770208
C  -0.000971  -0.290464  2.227226
C  -1.302799  -2.406929  -4.573190
O  -0.889988  0.060537  6.296908
C  4.672464  -0.582776  0.057618
H  -3.346632  2.736699  3.800713
C  -6.515644  1.996471  -1.992918
H  -0.835726  -1.857568  -5.387716
C  0.830890  -4.049983  -0.123374
H  -5.067993  3.515711  -1.532127
H  -1.314544  4.620021  2.503148
F  -3.508215  0.956957  1.611576
H  -5.584035  1.423786  -0.398671
H  -0.844017  -1.565900  0.754419
H  -2.993397  4.439669  4.268991
H  -1.304578  -6.240325  0.898824
C  -2.021701  0.670675  -3.860877
H  -0.088445  -0.007308  3.278242
C  -0.610394  1.131813  -3.520750
H  -0.348957  1.995551  -4.145205
H  6.409665  2.862770  0.742050
H  2.911661  2.432884  3.602873
H  7.925222  -0.229987  -0.199783
O  -1.706424  3.019221  4.954370
C  6.479600  2.140031  -1.878033
C  -2.132087  0.537296  -5.403849
H  -1.186552  2.822525  2.399342
C  0.062794  -1.168808  -2.847769
H  -3.784032  -1.222683  -2.292851
O  -7.032574  -3.630690  1.844249

Atoms 1-3, force components in eV/Å:
H -0.1 0.0 -0.4
H 0.2 0.0 0.2
H 0.0 0.2 -0.1

Output
Molecular weight: 695.92 g mol⁻¹
Highest occupied orbital energy: -4.73 eV
Charge: -1
HOMO-LUMO gap: 6.608 eV
E: -2424.10785 a.u.

[4]
ORCA calculation (ωB97M-V with the def2-TZVPD basis set) on a single C5H10N2 molecule in a non-equilibrium geometry.

Cartesian coordinates (Å):
C  0.292240  0.615468  -0.401441
H  -0.790177  -0.838036  1.095864
H  1.298391  2.129612  0.629799
H  2.077740  0.181552  0.645037
N  -1.084901  0.379699  -0.933853
H  -1.423138  1.135578  -1.779526
H  -3.046077  -0.461505  -0.390145
N  -1.780198  -1.186362  0.930585
H  0.581994  -2.139647  -1.108520
H  -0.226979  2.914117  -0.139535
C  0.251371  2.031120  0.436823
H  2.434834  -2.024146  -0.551905
C  1.172732  -0.212637  0.067048
H  1.232376  -2.269917  0.693483
C  1.362932  -1.693950  -0.256043
C  -1.929092  -0.613996  -0.285255
H  -0.424053  2.053051  1.347585

Atoms 1-3, force components in eV/Å:
C -5.0 4.1 2.1
H -0.8 -1.2 0.8
H 0.4 1.0 0.6

Output
Molecular weight: 98.15 g mol⁻¹
Highest occupied orbital energy: -8.79 eV
SMILES: [H]/N=C\N/C(C)=C\C
Energy above the lowest of the compared OMol25 structures with the same formula, charge and spin: 3.878 eV
HOMO-LUMO gap: 9.546 eV
E: -305.88133 a.u.

[5]
ORCA calculation (ωB97M-V with the def2-TZVPD basis set) on a 5-piece molecular cluster, C34H36N7O8P overall in a non-equilibrium geometry.

Cartesian coordinates (Å):
C  -3.795708  2.596889  -3.518962
H  8.540529  -6.836125  3.084517
C  -0.990936  7.827793  -3.218810
H  2.008886  2.235039  0.192588
H  -7.415351  -1.070427  -2.124099
H  -3.492242  5.560501  -2.834055
H  -5.357970  1.432368  0.979034
N  -4.735655  3.201632  -2.939625
H  -7.008324  0.251130  -3.224552
P  -4.819381  0.137487  -1.256902
O  -0.329328  2.593508  -0.186160
H  -6.000043  -1.420366  0.239228
C  1.794330  -3.556131  -1.694638
H  -0.146805  9.000043  -1.642075
N  6.088547  -7.210053  6.952734
H  4.291858  -5.935714  5.439405
C  -0.902936  0.538703  -2.436302
H  3.380163  -1.149894  0.071656
H  -5.515441  3.312820  -3.582868
H  -1.600110  8.026321  0.101787
C  3.180465  -2.117031  -0.364409
C  2.969516  1.653859  2.018932
H  4.573535  -5.234287  3.089779
O  -2.891831  5.563764  -5.156604
C  7.611195  -6.639216  3.600150
C  -5.314730  -0.960748  -2.644857
C  5.380425  -5.738778  3.603626
H  -5.129889  -2.016688  -2.463262
C  3.805017  -4.426446  -0.705517
C  5.218751  -6.131024  4.921935
H  6.690954  -5.693981  1.914808
C  -0.877432  8.247919  -1.904169
C  7.459777  -7.033481  4.919579
C  2.791558  1.325759  3.356483
H  1.369839  -1.487963  -1.306416
C  2.669313  -4.612918  -1.475950
N  -0.536354  2.338510  0.979550
C  -1.696710  7.700884  -0.925370
C  -2.761167  6.312459  -2.572264
C  -5.873002  0.519825  1.246343
H  -7.061037  -1.383201  -3.799239
N  0.239202  0.468265  -2.255178
H  2.467609  -5.583040  -1.907956
H  -6.909745  0.701739  1.011236
H  -3.275186  6.311022  -0.497314
O  5.428542  -1.869482  1.126098
H  -3.854423  2.294906  -4.563575
C  1.877020  1.983299  1.234451
H  4.488125  -5.244795  -0.535226
H  -0.570117  1.647328  3.563838
C  4.044735  -3.176935  -0.163022
H  8.264893  -7.534055  5.435598
C  -2.512481  2.306437  -2.820429
H  3.647571  1.072181  3.967081
O  7.025977  -7.755671  7.494190
H  -2.742348  0.260685  -3.380167
C  -2.356207  -0.967718  -0.813434
H  -2.737329  1.007634  -0.454145
C  -2.961797  0.284398  -1.230116
C  -5.306049  -0.603597  0.366071
O  5.017531  -6.997890  7.480068
H  -2.429286  2.882821  -1.909456
H  -4.753926  -0.689905  -3.529953
C  -1.930408  6.863441  -3.531617
C  -2.637892  6.736427  -1.259707
C  6.261825  -6.776554  5.559731
H  0.910607  -3.703101  -2.300661
H  1.382658  1.061376  4.952665
O  -1.279858  6.858360  -5.739679
C  0.618686  1.980216  1.808374
H  -5.727865  0.317654  2.296257
H  -4.397819  -0.948040  0.847124
C  1.519084  1.321100  3.912539
C  -6.788411  -0.770449  -2.951023
O  6.011649  -3.905071  0.785665
H  -0.353843  8.247446  -3.982451
N  5.252972  -2.965643  0.642754
C  -2.315915  0.800859  -2.542629
N  -1.820733  -1.951369  -0.477531
C  2.049052  -2.310414  -1.137899
N  -2.042449  6.396512  -4.920305
C  6.572692  -5.994311  2.940843
O  -1.636884  2.337171  1.495956
H  3.960518  1.653167  1.587318
C  0.420847  1.650251  3.135985
H  -1.693096  2.580604  -3.475400

Atoms 1-3, force components in eV/Å:
C 0.0 0.2 0.0
H 0.0 0.0 0.0
C 0.2 0.2 0.0

Output
Molecular weight: 701.68 g mol⁻¹
Highest occupied orbital energy: -8.40 eV
SMILES: [H]/N=C/C[C@@H](C#N)[C@H](C#N)P(CC)CC.O=[N+]([O-])c1ccccc1.O=[N+]([O-])c1ccccc1.O=[N+]([O-])c1ccccc1.O=[N+]([O-])c1ccccc1
HOMO-LUMO gap: 7.644 eV
E: -2643.35290 a.u.

> The highest molecular weight belongs to which entry?

C34H36N7O8P